Record 1
C24H23Cl3FNOPt | ωB97M-V/def2-TZVPD

```
54
Properties=species:S:1:pos:R:3:mulliken_charge:R:1
Pt -1.4389 -0.2805 1.0551 1.11
Cl -0.6677 -6.2131 4.8256 -0.22
C -0.5076 -4.8722 3.7395 0.46
C -1.4951 -3.9085 3.6876 -1.03
C -1.3123 -2.8644 2.8040 1.25
Cl -2.5251 -1.6037 2.6864 -0.34
C -0.2219 -2.6970 1.9619 -0.87
O -0.0650 -1.6893 1.1215 -0.41
C 0.7482 -3.7087 2.0611 0.54
Cl 2.1442 -3.5841 1.0504 -0.20
C 0.6155 -4.7744 2.9269 -0.76
H -2.3744 -3.9683 4.3124 0.45
H 1.3881 -5.5283 2.9682 0.44
C 1.6016 3.0494 1.0354 -1.42
C 2.0502 1.5943 1.1752 0.53
C 1.4043 0.9441 2.3989 -1.24
C 1.9718 0.7878 -0.1181 1.06
C 3.1935 0.4364 -0.6891 -1.22
C 3.2684 -0.3040 -1.8532 -1.32
C 2.1030 -0.7283 -2.4604 -1.19
C 0.8466 -0.4115 -1.9450 1.03
C -0.3456 -0.9635 -2.7225 0.53
C -1.1316 0.0967 -3.4951 -1.38
C -1.2913 -1.8740 -1.9394 -1.29
C 0.7964 0.3757 -0.7776 -1.21
N -0.4731 0.7840 -0.2609 1.74
C -1.0713 1.9303 -0.6459 -1.67
C -0.6087 2.8864 -1.5569 0.26
C -1.3714 4.0155 -1.8253 -1.03
C -2.6030 4.2196 -1.1990 -0.59
C -3.0686 3.2770 -0.2930 -0.73
C -2.2878 2.1784 -0.0554 1.44
F -2.7106 1.1772 0.8654 -0.29
H 1.8912 3.6071 1.9291 0.50
H 0.5194 3.1321 0.9379 0.18
H 2.0603 3.5319 0.1713 0.29
H 3.1227 1.6255 1.3875 0.56
H 0.3253 1.1025 2.4195 0.13
H 1.8166 1.3952 3.3042 0.52
H 1.5891 -0.1297 2.4298 0.10
H 4.1063 0.7475 -0.1944 0.37
H 4.2309 -0.5638 -2.2750 0.43
H 2.1582 -1.3330 -3.3582 0.38
H 0.1223 -1.6035 -3.4762 0.55
H -1.7342 0.7175 -2.8325 0.17
H -1.8151 -0.3930 -4.1928 0.49
H -0.4720 0.7495 -4.0685 0.29
H -2.0087 -1.3023 -1.3496 0.12
H -0.7485 -2.5352 -1.2648 0.14
H -1.8627 -2.4850 -2.6418 0.50
H 0.3450 2.7302 -2.0432 0.57
H -1.0000 4.7452 -2.5323 0.43
H -3.1924 5.0996 -1.4114 0.39
H -4.0145 3.3827 0.2229 0.47
```

total charge = 0
HOMO-LUMO gap = 7.803 eV


Record 2
C24H23Cl3N7O3Ru | ωB97M-V/def2-TZVPD

```
61
Properties=species:S:1:pos:R:3:lowdin_spin:R:1
Ru 0.0787 -0.0319 0.2933 0.83
O -1.6502 -0.9591 0.6630 0.08
C -2.2870 -1.3974 -0.4298 0.01
C -3.6272 -1.0850 -0.6513 0.00
C -4.2841 -1.5564 -1.7762 0.00
C -3.6362 -2.3774 -2.6957 0.00
C -2.3133 -2.7143 -2.4738 0.00
C -1.6272 -2.2219 -1.3651 0.00
C -0.2065 -2.5050 -1.2250 0.00
N 0.5344 -1.8767 -0.3961 -0.01
N 1.8982 -2.2085 -0.3783 0.00
C 2.5847 -1.1533 -0.0381 0.00
O 2.0849 0.0037 0.2561 0.05
C 4.0661 -1.2772 0.0324 0.00
C 4.7869 -0.3898 0.8233 0.00
C 6.1703 -0.4766 0.8848 0.00
C 6.8388 -1.4417 0.1445 0.00
C 6.1198 -2.3268 -0.6490 0.00
C 4.7370 -2.2499 -0.7017 0.00
H -4.1287 -0.4524 0.0700 0.00
H -5.3172 -1.2764 -1.9435 0.00
H -4.1560 -2.7369 -3.5731 0.00
H -1.7806 -3.3433 -3.1787 0.00
H 0.2620 -3.2415 -1.8726 0.00
H 4.2505 0.3639 1.3841 0.00
H 6.7278 0.2138 1.5052 0.00
H 7.9195 -1.4990 0.1777 0.00
H 6.6395 -3.0753 -1.2335 0.00
H 4.1628 -2.9362 -1.3092 0.00
Cl -3.3586 1.9615 -6.0830 0.00
C -2.3305 1.4372 -4.7751 0.00
C -2.6008 1.8475 -3.4849 0.00
C -1.7566 1.4268 -2.4756 0.00
Cl -2.0747 1.8734 -0.8268 0.01
C -0.6181 0.6287 -2.6664 0.00
O 0.2170 0.2600 -1.7449 0.01
C -0.4364 0.2051 -4.0026 0.00
Cl 0.8779 -0.8848 -4.3298 0.00
C -1.2549 0.6039 -5.0384 0.00
H -3.4517 2.4766 -3.2651 0.00
H -1.0606 0.2552 -6.0429 0.00
C -1.2775 3.4648 4.4275 0.00
N -1.5107 2.8879 3.1075 0.00
C -2.0699 3.8304 2.1547 0.00
C -0.7201 1.8648 2.6445 0.00
N -0.1715 1.7940 1.4891 0.00
N -0.5525 0.8424 3.5780 0.00
C -0.0481 -0.4204 3.3156 0.00
N -0.1707 -1.2783 4.3728 0.00
N 0.4665 -0.7246 2.1902 -0.01
H -2.2277 3.7136 4.9000 0.00
H -0.6820 4.3794 4.3447 0.00
H -0.7332 2.7790 5.0710 0.00
H -2.9697 4.2607 2.5930 0.00
H -2.3525 3.3227 1.2388 0.00
H -1.3776 4.6468 1.9179 0.00
H -0.3393 2.6362 0.9493 0.00
H -1.1745 0.8933 4.3670 0.00
H -0.1775 -0.9021 5.3056 0.00
H 0.2652 -2.1798 4.2790 0.00
H 0.8233 -1.6733 2.1458 0.00
```

total charge = 0
ΔE to the lowest compared entry with this formula, charge and spin = 97.2 kJ/mol
⟨S²⟩ = 0.754
spin multiplicity = 2
HOMO-LUMO gap (alpha / beta) = 6.982 / 6.965 eV


Record 3
C24H23ClN2OPYb | ωB97M-V/def2-TZVPD

```
53
Properties=species:S:1:pos:R:3:lowdin_spin:R:1
Yb 0.3405 -1.0605 1.3165 0.02
Cl -1.8699 -0.4633 -0.0123 0.32
P -0.1352 -0.0671 -1.5297 0.30
C 1.1719 -1.1736 -1.0380 0.04
C 2.3762 -0.6321 -0.5452 0.05
C 3.2600 -1.4576 0.1386 0.00
C 2.9363 -2.7967 0.3602 0.07
C 1.7599 -3.3419 -0.1523 0.00
C 0.8877 -2.5509 -0.8779 0.06
C -0.6851 -0.6484 -3.1071 0.01
C -1.9266 -0.2204 -3.6159 0.01
C -2.3137 -0.6578 -4.8841 0.00
C -1.4493 -1.4657 -5.6396 0.01
C -0.1857 -1.8220 -5.1599 0.00
C 0.2023 -1.4184 -3.8854 0.01
C 0.4893 1.5912 -1.7166 0.05
C 0.2634 2.6515 -0.8123 0.00
C 0.9118 3.8713 -1.0338 0.00
C 1.7913 4.0096 -2.1322 0.00
C 2.0165 2.9549 -3.0236 0.01
C 1.3578 1.7484 -2.8216 0.02
H -2.5548 0.4465 -3.0178 0.00
H -3.2817 -0.3557 -5.2864 0.00
H -1.7637 -1.8230 -6.6156 0.00
H 0.5105 -2.4093 -5.7560 0.00
H 1.1870 -1.6797 -3.4995 0.00
H 2.6675 0.3872 -0.8147 0.00
H 4.2264 -1.0522 0.4415 0.00
H 3.6546 -3.4446 0.8713 0.00
H 1.5802 -4.4230 -0.0690 0.00
H 0.0207 -2.9900 -1.3897 0.00
H -0.4245 2.5156 0.0271 0.00
H 0.7374 4.7238 -0.3711 0.00
H 2.3072 4.9627 -2.2966 0.00
H 2.6909 3.0615 -3.8893 0.00
H 1.5042 0.9235 -3.5160 0.00
H 1.7871 0.0202 2.0635 0.00
H 1.3386 0.5987 1.7069 0.00
N -2.3462 -0.8127 7.0866 0.00
C -1.7060 -1.1954 5.9312 0.00
O -1.3084 -2.3399 5.7349 0.00
C -1.6188 -0.1220 4.8995 0.00
C -2.3561 1.0750 4.9135 0.00
C -2.3193 1.8983 3.7927 0.00
C -1.6414 1.4642 2.6510 0.00
N -0.8928 0.3428 2.6590 0.00
C -0.8359 -0.4171 3.7700 0.00
H -2.3205 -1.4767 7.8429 0.00
H -2.3922 0.1679 7.3218 0.00
H -2.9573 1.3522 5.7871 0.00
H -2.8279 2.8639 3.7669 0.00
H -1.6728 2.0022 1.6970 0.00
H -0.1916 -1.3153 3.7294 0.00
```

total charge = +2
ΔE to the lowest compared entry with this formula, charge and spin = 48.9 kJ/mol
⟨S²⟩ = 0.761
spin multiplicity = 2
HOMO-LUMO gap (alpha / beta) = 6.129 / 7.780 eV


Record 4
C24H23F5N2O2S5V | ωB97M-V/def2-TZVPD

```
62
Properties=species:S:1:pos:R:3:lowdin_spin:R:1
V -0.3523 -0.5822 -0.0211 0.95
C 2.2097 -2.9719 1.8163 0.00
C 1.7054 -4.2668 1.1828 0.00
S 0.6461 -3.9734 -0.2443 0.00
C -0.8086 -4.9807 0.1287 0.00
C -1.5361 -4.7118 1.4452 0.00
S -2.0748 -2.9941 1.6287 0.01
C -1.4981 -2.5748 3.2852 0.00
C 0.0089 -2.6699 3.5011 0.00
S 0.9753 -1.7386 2.2798 0.00
H 2.7954 -3.1990 2.7088 0.00
H 2.8666 -2.4399 1.1249 0.00
H 2.5677 -4.8561 0.8681 0.00
H 1.1563 -4.8697 1.9049 0.00
H -1.4686 -4.7681 -0.7144 0.00
H -0.5335 -6.0352 0.0795 0.00
H -2.4200 -5.3502 1.4804 0.00
H -0.9187 -4.9787 2.3026 0.00
H -1.8298 -1.5420 3.4131 0.00
H -2.0156 -3.1756 4.0339 0.00
H 0.2562 -2.2811 4.4889 0.00
H 0.3389 -3.7062 3.4707 0.00
C 2.4694 6.9880 -1.5088 0.00
C 1.7571 5.7320 -1.0705 0.00
C 1.5310 5.4791 0.2842 0.00
C 0.8557 4.3451 0.6972 0.00
C 0.3979 3.4472 -0.2612 0.00
C 0.6127 3.6690 -1.6134 0.00
C 1.2906 4.8157 -2.0074 0.00
S -0.3432 1.9537 0.2968 0.00
O -0.7938 1.2390 -0.9308 0.01
O -1.3421 2.2751 1.2703 0.00
N 0.8123 1.0730 0.9484 0.00
C 1.8422 0.6680 0.0585 0.01
C 3.0594 1.3082 -0.1348 0.00
C 3.9758 0.7204 -0.9869 0.01
C 3.6538 -0.4702 -1.6349 0.00
C 2.4126 -1.0298 -1.4204 0.01
N 1.5262 -0.4703 -0.5832 0.00
H 3.1719 7.3317 -0.7494 0.00
H 1.7539 7.7948 -1.6838 0.00
H 3.0178 6.8288 -2.4376 0.00
H 1.8895 6.1868 1.0236 0.00
H 0.6777 4.1495 1.7482 0.00
H 0.2528 2.9517 -2.3397 0.00
H 1.4611 4.9994 -3.0627 0.00
H 3.2631 2.2317 0.3932 0.00
H 4.9403 1.1858 -1.1514 0.00
H 4.3526 -0.9509 -2.3056 0.00
H 2.0911 -1.9362 -1.9163 0.00
F -6.6364 1.0134 -1.4599 0.00
C -5.4682 0.3685 -1.5224 0.00
C -4.6043 0.3881 -0.4475 0.00
F -4.9352 1.0468 0.6654 0.00
C -3.4119 -0.2898 -0.5478 0.00
F -2.5887 -0.2518 0.5392 0.01
C -3.0028 -0.9928 -1.6651 0.00
S -1.4387 -1.8123 -1.7190 -0.01
C -3.9024 -0.9949 -2.7183 0.00
F -3.6084 -1.6503 -3.8479 0.00
C -5.1132 -0.3279 -2.6594 0.00
F -5.9494 -0.3477 -3.7028 0.00
```

total charge = 0
ΔE to the lowest compared entry with this formula, charge and spin = 25.2 kJ/mol
⟨S²⟩ = 0.754
spin multiplicity = 2
HOMO-LUMO gap (alpha / beta) = 7.107 / 6.532 eV